Record 1
Formula: H7NO2
Source: the Open Molecules 2025 dataset
Level of theory: ωB97M-V with the def2-TZVPD basis set

Atoms and positions in Å:
N  -0.580  -0.816  0.646
H  -0.151  -0.858  -0.264
H  -0.048  -1.170  1.419
H  -1.514  -1.175  0.528
H  2.495  0.153  -2.676
H  2.006  -0.270  -1.291
O  2.216  -0.609  -2.161
H  -0.881  1.106  1.061
H  -2.156  1.717  1.636
O  -1.386  1.922  1.102

**SMILES**: N.O.O
**Multiplicity**: 1
**E**: -209.42325 hartree
**Frontier orbital gap**: 11.1 eV


Record 2
Formula: H7O3
Source: the Open Molecules 2025 dataset
Level of theory: ωB97M-V with the def2-TZVPD basis set

Atoms and positions in Å:
O  -0.354  0.051  -2.224
H  -0.644  -0.788  -2.611
H  -0.887  0.768  -2.565
O  -0.241  -0.130  2.192
H  -0.916  0.566  2.201
H  -0.299  -0.581  3.033
O  0.848  -0.078  -0.053
H  0.615  -0.516  0.838
H  0.449  0.045  -0.999
H  1.430  0.661  0.188

**Total charge**: +1
**Multiplicity**: 1
**E**: -229.64403 hartree
**Frontier orbital gap**: 13.5 eV


Record 3
Formula: H7O3S
Source: the Open Molecules 2025 dataset
Level of theory: ωB97M-V with the def2-TZVPD basis set

Atoms and positions in Å:
S  1.336  -1.100  -2.182
H  1.360  -2.474  -2.459
H  0.732  0.637  2.009
H  -0.085  2.031  1.957
O  0.592  1.537  2.427
H  2.057  -0.787  1.190
H  0.838  -1.643  1.142
O  1.199  -0.820  1.512
H  -2.458  1.484  -1.477
H  -2.486  0.197  -2.118
O  -3.086  0.937  -2.001

**Total charge**: -1
**Multiplicity**: 1
**E**: -628.13749 hartree
**Frontier orbital gap**: 6.6 eV


Record 4
Formula: H7O3S
Source: the Open Molecules 2025 dataset
Level of theory: ωB97M-V with the def2-TZVPD basis set

Atoms and positions in Å:
S  -0.781  -1.210  -2.008
H  0.234  -0.731  -2.794
H  -0.736  0.238  3.757
H  0.701  -0.133  3.236
O  0.174  0.110  4.043
H  -0.426  0.977  1.061
H  0.308  -0.123  0.091
O  0.170  0.207  1.085
H  0.285  0.969  -1.215
H  1.775  1.607  -0.992
O  0.951  1.752  -1.504

**Total charge**: -1
**Multiplicity**: 1
**E**: -628.13928 hartree
**Frontier orbital gap**: 7.1 eV


Summary of max |F| in eV/A
1.06, 2.15, 2.90, 3.31
(order as listed above)
Summary of energy above the lowest of the compared OMol25 structures with the same formula, charge and spin in eV
0.400, 0.488, 1.136, 1.087
(order as listed above)